(1)
Molecular formula: C11H15N
Method: DFT, ωB97M-V/def2-TZVPD

Structure (XYZ):
```
27
Properties=species:S:1:pos:R:3:forces:R:3
C -1.99503 1.11410 1.59913 -1.33 -1.76 0.01
C 0.46853 0.29737 1.13298 0.49 0.99 0.11
C -0.68938 1.13362 0.92602 0.45 -0.05 -0.91
C 1.41588 0.63583 0.13125 0.84 -0.06 0.53
C -0.40817 1.88564 -0.17301 0.66 0.22 0.14
C 2.12738 -1.09947 2.15561 1.13 0.06 -1.53
C 3.03568 -0.80286 1.09593 -0.45 -0.54 0.76
C 0.89719 -0.51002 2.19037 -0.75 -1.67 0.23
C 2.70260 0.04994 0.07671 -0.25 0.82 0.48
N 0.90230 1.67514 -0.58886 -1.08 0.04 -0.69
H 2.45510 -1.90449 2.79445 -0.31 0.20 0.58
H 3.98161 -1.32524 1.15808 0.18 0.24 -0.37
H 0.22463 -0.93943 2.93005 -0.25 0.67 0.06
H 3.45485 0.40761 -0.61430 -0.12 -0.20 -0.28
H -2.75732 0.59457 0.98258 0.21 0.68 -0.39
H -2.38502 2.08678 1.86974 0.03 0.05 0.29
H -1.04663 2.52112 -0.76264 -0.04 0.28 0.20
H 1.28315 2.17269 -1.38307 0.17 -0.53 0.27
H -2.04269 0.37295 2.40514 0.50 0.71 0.59
C -1.01004 -1.63314 -2.27895 0.74 -0.83 0.72
C -1.93094 -0.41955 -2.19668 0.53 0.20 -0.29
H -0.03219 -1.58432 -1.77891 0.03 0.89 -0.45
H -1.35682 -2.51830 -1.72878 -0.72 0.21 -0.31
H -0.85533 -1.93546 -3.30891 0.10 -0.13 -0.12
H -1.62869 0.33071 -1.46693 -0.31 -0.59 0.55
H -2.94328 -0.79137 -2.06080 -0.19 0.51 0.09
H -1.86736 0.18557 -3.10621 -0.25 -0.40 -0.28
```
Positions in Å, forces in eV/Å.

Computed properties:
SMILES: Cc1c[nH]c2ccccc12.CC
E_tot (Ha): -482.88283
Largest force on an atom (hartree/bohr): 0.0429

natural (NBO) population analysis, charges in e, atoms 1 to 2: atom 1 (C): -0.641, atom 2 (C): -0.104



(2)
Molecular formula: C5H9N3O
Method: DFT, ωB97M-V/def2-TZVPD

Structure (XYZ):
```
18
Properties=species:S:1:pos:R:3:forces:R:3
C 1.33567 0.06473 0.24352 -0.07 1.86 -0.45
C 2.10574 0.13585 -1.05094 -0.43 -0.24 0.26
C -2.64828 0.46743 0.31666 -0.06 -0.34 0.21
N -1.44116 0.28938 -0.48168 -0.32 -0.76 -0.98
C 0.41909 0.98963 0.59585 3.29 -0.28 2.41
N 1.82229 -0.87445 1.18300 0.10 -0.14 0.38
C -0.83748 -0.94400 -0.54058 -2.23 0.10 -0.35
O -0.01666 1.83221 1.30840 -0.54 -0.59 -1.31
N -0.69709 -2.09832 -0.54446 0.52 0.85 0.09
H -1.29317 0.92688 -1.25510 0.00 -0.45 0.15
H 1.22461 -0.96880 1.99469 0.12 -0.09 -0.06
H 1.94438 -1.78348 0.74848 -0.32 -0.05 0.05
H 2.04500 -0.81352 -1.58552 -0.08 -0.08 -0.13
H 3.16029 0.30431 -0.82767 0.00 0.17 0.01
H 1.72959 0.92260 -1.70140 0.08 0.06 -0.06
H -3.28553 -0.41157 0.23623 -0.20 0.09 -0.09
H -2.38771 0.59962 1.36793 0.06 0.04 -0.02
H -3.17960 1.36149 -0.00740 0.07 -0.13 -0.11
```
Positions in Å, forces in eV/Å.

Computed properties:
SMILES: CC(N)=C=O.CNC#N
E_tot (Ha): -435.30878
Largest force on an atom (hartree/bohr): 0.0796

natural (NBO) population analysis, charges in e, atoms 1 to 2: atom 1 (C): -0.162, atom 2 (C): -0.611



(3)
Molecular formula: C3H10O4Si
Method: DFT, ωB97M-V/def2-TZVPD

Structure (XYZ):
```
18
Properties=species:S:1:pos:R:3:forces:R:3
C 0.90919 -0.11435 2.19519 -0.05 0.77 1.37
C 0.85475 -2.06568 -1.88289 -0.85 -3.13 -2.50
C -2.11411 1.71182 0.35126 -2.16 -1.89 -0.90
O 1.31938 1.31563 -1.21154 -1.63 -3.79 2.26
O 0.53114 -0.75393 1.02752 0.09 -0.41 0.11
O -0.24853 -1.44884 -1.29022 -0.27 0.74 -0.35
O -1.62784 0.50065 -0.26350 0.07 -0.46 0.44
Si -0.19410 -0.20622 -0.27275 2.34 1.98 -2.74
H 1.90466 -0.37261 2.52211 0.48 -0.15 -0.41
H 0.27798 -0.38255 3.03253 -0.49 -0.38 0.07
H 0.83331 0.96192 2.13198 0.21 0.44 -0.26
H 0.83405 -3.16102 -1.61155 -0.15 0.99 -0.30
H 1.80088 -1.75335 -1.62087 1.88 1.37 1.16
H 0.89969 -2.04078 -3.04275 -0.79 0.28 1.82
H -2.75383 2.11539 -0.51107 0.79 0.16 1.87
H -1.24298 2.25471 0.58071 0.56 1.46 0.46
H -2.72795 1.41726 1.28978 0.95 0.77 -1.64
H 0.74430 2.02195 -1.42396 -1.00 1.26 -0.47
```
Positions in Å, forces in eV/Å.

Computed properties:
E_tot (Ha): -710.79730
Largest force on an atom (hartree/bohr): 0.0915

natural (NBO) population analysis, charges in e, atoms 1 to 2: atom 1 (C): -0.234, atom 2 (C): -0.236



(4)
Molecular formula: C3H11N4O
Method: DFT, ωB97M-V/def2-TZVPD

Structure (XYZ):
```
19
Properties=species:S:1:pos:R:3:forces:R:3
N 1.92903 -0.64720 -2.53004 -0.34 -0.01 0.37
C 1.25183 0.02274 -1.53997 -0.08 0.10 -0.24
N 0.17806 0.74258 -1.98212 -0.08 0.16 -0.18
N 1.56271 0.00800 -0.27674 0.31 -0.18 -0.29
H 2.44957 -1.45345 -2.21963 0.11 0.07 -0.05
H 1.37203 -0.84551 -3.34909 0.22 0.06 -0.12
H 0.17169 0.96644 -2.96670 -0.09 -0.19 0.00
H -0.08977 1.54657 -1.43817 0.12 -0.11 0.23
H 2.47734 -0.42958 -0.18417 -0.14 -0.10 0.27
O -2.79953 -0.70710 1.11237 0.10 0.01 -0.03
C -2.44145 0.34910 1.56098 -0.29 -0.34 0.04
C -0.97351 0.58704 1.87859 -0.32 0.10 -0.23
N -0.24087 -0.65888 1.59563 0.23 -0.47 -0.03
H -3.16949 1.14901 1.75093 0.19 0.18 0.04
H -0.61436 1.36500 1.20313 0.15 0.10 0.17
H -0.85522 0.91276 2.90875 0.10 0.04 0.00
H 0.16039 -1.09229 2.42464 -0.05 0.11 0.04
H -0.92169 -1.32584 1.19577 -0.04 0.08 0.06
H 0.55325 -0.48940 0.85583 -0.11 0.40 -0.06
```
Positions in Å, forces in eV/Å.

Computed properties:
Net charge: +1
E_tot (Ha): -414.95753
Largest force on an atom (hartree/bohr): 0.0103

natural (NBO) population analysis, charges in e, atoms 1 to 2: atom 1 (N): -0.796, atom 2 (C): 0.638



(5)
Molecular formula: CH2ClIO
Method: DFT, ωB97M-V/def2-TZVPD

Structure (XYZ):
```
6
Properties=species:S:1:pos:R:3:forces:R:3
C 0.05372 0.10985 0.37645 -2.39 -2.65 -1.08
O -0.88313 -0.80620 -0.41247 2.39 1.79 1.73
Cl -0.23932 1.77216 -0.15183 0.09 -0.36 0.54
I 2.14653 -0.42582 0.12411 -0.84 0.13 0.22
H -0.40959 -0.22841 1.30356 1.11 1.22 0.77
H -0.66821 -0.42159 -1.23981 -0.37 -0.14 -2.18
```
Positions in Å, forces in eV/Å.

Computed properties:
SMILES: O[C@H](Cl)I
E_tot (Ha): -872.38896
Largest force on an atom (hartree/bohr): 0.0726

natural (NBO) population analysis, charges in e, atoms 1 to 2: atom 1 (C): -0.117, atom 2 (O): -0.694



(6)
Molecular formula: C31H45CuN6O4P
Method: DFT, ωB97M-V/def2-TZVPD

Structure (XYZ):
```
88
Properties=species:S:1:pos:R:3:forces:R:3
Cu 0.93159 -1.08467 0.84511 -0.29 -1.06 -1.22
O 3.57711 -0.75121 6.98859 0.21 0.60 1.58
C 2.89363 0.23990 6.65959 0.18 1.15 0.48
O 2.57280 1.35291 7.21007 0.65 -2.01 -0.43
C 2.40274 -0.00366 5.28039 -0.46 -0.95 -2.26
C 1.17102 0.42832 4.82485 -1.08 1.60 1.33
C 0.68547 0.17809 3.57637 1.30 -1.76 -1.31
N 1.39547 -0.58061 2.68789 0.24 0.77 1.78
C 2.63271 -1.01586 3.08936 -1.99 0.65 0.10
C 3.12787 -0.80630 4.35712 -0.19 1.48 0.36
C 3.46847 -1.66812 2.05284 -0.85 -0.01 -4.70
O 4.59722 -2.00230 2.33761 1.09 -0.55 0.61
O 2.96477 -1.71605 0.79301 1.09 0.30 3.54
H 0.52589 1.08115 5.45241 0.77 -0.55 -0.16
H -0.28156 0.54848 3.28420 -0.19 -0.02 -0.34
H 4.15755 -1.07679 4.52097 -0.09 -0.36 0.34
C -4.59430 -2.38774 1.66026 1.86 0.13 -0.75
N -3.22456 -2.65788 2.10998 -1.79 0.24 0.13
C -3.02883 -3.03695 3.47864 -0.33 0.01 0.60
C -2.06663 -2.16060 1.44533 -0.01 0.65 -1.27
C -1.12803 -3.29778 1.11172 1.98 0.13 -1.24
C -1.60946 -4.57478 0.83920 -2.67 1.17 1.31
C -0.80469 -5.62791 0.50505 -0.58 -0.95 -0.68
C 0.52432 -5.40522 0.39549 2.21 -0.28 -0.55
C 1.05926 -4.13149 0.67976 0.39 -0.43 -0.69
C 0.28122 -3.02612 0.89926 -2.42 0.63 1.34
H -5.18314 -3.24221 1.98777 -0.54 0.23 0.19
H -4.55520 -2.42667 0.53855 -0.28 0.24 0.91
H -4.99403 -1.39131 1.99063 -0.03 -0.74 -0.12
H -3.58495 -3.99795 3.65805 0.66 0.67 0.24
H -3.32173 -2.29234 4.28333 -0.25 -0.34 -0.83
H -1.95016 -3.12927 3.65428 -0.26 -0.58 -0.11
H -1.59597 -1.40658 2.06612 0.66 0.14 0.28
H -2.27097 -1.55977 0.50159 -0.23 -0.89 0.87
H -2.72271 -4.71236 0.98052 1.24 -0.03 -0.22
H -1.21664 -6.60503 0.24713 -0.04 0.22 0.11
H 1.16534 -6.21202 -0.04855 -0.36 0.75 0.85
H 2.11238 -3.93543 0.65215 0.58 -0.26 -0.31
N 0.41032 -0.31906 -0.80791 -0.68 2.59 -1.14
P 0.36639 0.98629 -1.68470 0.61 -3.16 2.34
N 1.75257 1.94822 -1.60476 0.92 0.84 -0.72
C 1.91740 2.90714 -0.52327 1.23 -0.16 0.25
C 2.78165 2.35607 0.67229 -1.39 0.79 -0.04
C 4.16129 1.84642 0.30807 0.76 1.32 -1.64
C 4.06058 0.94698 -0.93405 -0.67 0.19 -0.54
C 3.12991 1.52240 -2.07642 -1.15 -1.35 1.51
N 0.28726 0.55305 -3.30155 -0.56 0.45 -0.35
C -0.17080 -0.81875 -3.53723 1.07 -0.79 0.77
C -1.53448 -0.94425 -4.26510 0.57 0.76 0.90
C -1.50971 -0.08789 -5.53724 -1.56 -0.28 0.17
C -1.02619 1.28459 -5.25973 0.89 2.42 -0.01
C 0.31667 1.38019 -4.52483 0.34 -0.74 0.95
N -0.96334 2.01344 -1.36642 0.59 1.40 -0.89
C -1.93072 1.60369 -0.38708 -0.29 -0.43 1.19
C -3.23761 2.43239 -0.40099 1.06 -0.13 -0.84
C -2.92103 3.95338 -0.23868 -0.62 -1.20 0.20
C -1.60578 4.36963 -0.87817 0.59 0.55 -1.33
C -1.16689 3.34950 -1.99776 -0.40 -0.80 1.64
H 0.94909 3.18552 -0.13146 -0.26 0.10 0.07
H 2.41689 3.83746 -0.92909 -0.38 -0.64 0.29
H 2.19760 1.54965 1.14932 0.23 0.13 -0.26
H 2.77765 3.19072 1.40046 0.40 -0.40 -0.08
H 4.56487 1.30075 1.14681 0.38 -0.14 0.20
H 4.87716 2.69688 0.01599 -0.94 -0.78 0.75
H 3.72668 -0.03100 -0.57691 -0.30 -0.05 -0.39
H 5.00508 0.79392 -1.47962 0.12 0.07 0.57
H 3.05044 0.67329 -2.77652 -0.24 0.70 -0.11
H 3.59481 2.40356 -2.51343 0.12 0.09 -0.29
H -0.07857 -1.35209 -2.53314 -0.74 0.83 -1.06
H 0.66726 -1.31840 -4.06559 -0.54 0.01 -0.65
H -2.34310 -0.60328 -3.56541 0.59 -0.30 -0.56
H -1.66318 -1.99510 -4.49463 -0.33 -0.22 -0.07
H -2.52988 0.04973 -5.98863 0.74 -0.60 0.22
H -0.86293 -0.55761 -6.25119 0.36 -0.38 -0.63
H -1.76729 1.86403 -4.68786 0.09 -0.32 0.20
H -0.90578 1.90280 -6.17146 -0.14 -0.48 -0.05
H 0.61724 2.44087 -4.35671 -0.33 -0.79 0.27
H 1.14459 0.91882 -5.08778 -0.26 0.26 -0.59
H -1.50770 1.64657 0.65279 -0.20 0.05 -0.58
H -2.13626 0.54224 -0.55801 -0.18 0.08 0.19
H -3.84115 2.01984 0.39001 -0.32 0.19 0.54
H -3.79744 2.18574 -1.31656 0.22 0.40 -0.02
H -2.85997 4.13759 0.83075 -0.24 0.28 0.14
H -3.72215 4.56102 -0.68709 0.05 -0.24 0.40
H -0.77545 4.54921 -0.15236 -0.68 -0.36 -0.52
H -1.86062 5.35141 -1.34073 0.76 -0.43 0.07
H -0.18833 3.57420 -2.40955 -0.14 0.53 -0.42
H -1.98032 3.29235 -2.76349 0.68 0.20 0.21
```
Positions in Å, forces in eV/Å.

Computed properties:
Net charge: -2
2S+1: 2
E_tot (Ha): -3819.59542
Largest force on an atom (hartree/bohr): 0.0929

Mulliken population analysis, charges in e, atoms 1 to 2: atom 1 (Cu): -1.078, atom 2 (O): -0.692